# 1
C9H8O2S in the gas phase in a non-equilibrium geometry. Source: the Open Molecules 2025 dataset; level of theory: the ωB97M-V functional and the def2-TZVPD basis.

Values from the calculation:
Energy relative to the best compared isomer or geometry (same formula, charge and spin) in eV: 2.522
SMILES: C=C=CS(=O)(=O)c1ccccc1
F_max in eV Å⁻¹: 1.80

ORCA input file:
```
! wB97M-V def2-TZVPD RIJCOSX def2/J DEFGRID3
* xyz 0 1
S 0.087 2.022 -0.055
O -0.019 2.466 1.330
O -0.358 2.990 -1.054
C 1.823 1.603 -0.390
C -1.965 -2.105 -0.443
C 2.543 0.971 0.515
C -0.810 0.408 -0.202
C -2.201 -1.134 -1.412
C 3.155 0.220 1.388
C -1.618 0.101 -1.306
C -0.557 -0.572 0.773
C -1.087 -1.861 0.631
H 0.067 -0.297 1.630
H 3.203 -0.861 1.239
H -2.428 -3.060 -0.612
H -2.799 -1.494 -2.249
H -0.883 -2.661 1.355
H -1.795 0.821 -2.118
H 3.461 0.583 2.335
H 2.183 1.860 -1.356
*
```

Mulliken population analysis, charges in e, atoms 1 to 5: atom 1 (S): 1.170, atom 2 (O): -0.622, atom 3 (O): -0.666, atom 4 (C): -0.445, atom 5 (C): -0.319

# 2
A molecular structure, C23H24F6N3OP2SSc. Source: the Open Molecules 2025 dataset; level of theory: the ωB97M-V functional and the def2-TZVPD basis.

Values from the calculation:
Energy relative to the best compared isomer or geometry (same formula, charge and spin) in eV: 0.834
F_max in eV Å⁻¹: 0.19

ORCA input file:
```
! wB97M-V def2-TZVPD RIJCOSX def2/J DEFGRID3
* xyz 3 2
Sc -1.113 0.764 0.919
S -2.060 -1.430 0.430
P -2.378 3.082 -0.163
P 1.851 -0.293 0.225
F -1.874 3.810 -1.416
F -1.938 1.536 -0.863
F -0.817 2.930 0.465
F -2.698 1.958 1.260
F -3.833 2.817 -0.607
F -2.663 4.276 0.753
O 0.506 1.204 2.348
N -3.768 -1.244 -1.608
N -4.627 -0.665 0.439
N -0.220 0.033 2.823
C 2.682 -1.183 -2.275
C 4.769 -1.257 2.846
C -5.984 -0.418 -0.088
C 2.792 -3.525 -2.797
C 4.100 -1.620 4.002
C 2.318 -3.861 -1.526
C 2.024 -2.865 -0.625
C -5.885 -0.035 -1.553
C 2.678 2.347 0.439
C 2.676 -0.684 1.783
C 2.744 3.645 -0.023
C 2.211 -1.514 -0.988
C 4.057 -0.828 1.727
C 1.347 1.744 -1.518
C 2.119 3.996 -1.221
C 0.550 -0.957 3.104
C 1.421 3.048 -1.965
C 1.998 1.379 -0.320
C 1.999 -1.036 2.971
C 2.978 -2.192 -3.165
C -3.621 -1.058 -0.314
C 2.712 -1.543 4.053
C -5.058 -1.064 -2.304
H 1.664 -3.119 0.366
H 3.174 2.069 1.361
H 4.650 -1.986 4.858
H 2.191 -4.899 -1.254
H 2.189 -1.856 4.948
H 0.938 3.332 -2.890
H 3.029 -4.311 -3.502
H -5.434 0.953 -1.654
H 2.180 5.017 -1.576
H -6.584 -1.318 0.052
H -4.840 -0.737 -3.318
H -2.971 -1.583 -2.123
H 3.375 -1.952 -4.141
H -5.566 -2.027 -2.356
H 0.400 1.885 3.040
H 4.594 -0.616 0.810
H 3.292 4.390 0.538
H -6.423 0.381 0.505
H -4.481 -0.639 1.437
H -6.884 0.014 -1.982
H 2.866 -0.153 -2.546
H 5.847 -1.337 2.794
H 0.801 1.005 -2.096
H -0.006 -1.814 3.484
*
```

Mulliken population analysis, charges in e, atoms 1 to 5: atom 1 (Sc): 1.095, atom 2 (S): -0.401, atom 3 (P): 1.504, atom 4 (P): 1.191, atom 5 (F): -0.276

# 3
A gas-phase ion, C6H14N3O4 (charge +1) in a non-equilibrium geometry. Source: the Open Molecules 2025 dataset; level of theory: the ωB97M-V functional and the def2-TZVPD basis.

Values from the calculation:
Energy relative to the best compared isomer or geometry (same formula, charge and spin) in eV: 7.486
F_max in eV Å⁻¹: 5.16

ORCA input file:
```
! wB97M-V def2-TZVPD RIJCOSX def2/J DEFGRID3
* xyz 1 1
O 0.726 -1.519 -0.941
O -0.315 0.420 -0.309
O -0.401 -2.873 0.705
O 1.886 -0.168 0.239
N -1.430 -2.310 0.428
N -0.909 -0.117 0.812
N -2.092 0.303 1.010
C 3.631 1.618 -0.059
C 0.908 -2.477 0.041
C 0.866 -0.169 -0.731
C -2.886 1.045 0.123
C -3.352 -0.014 -0.942
C 2.410 1.077 0.723
H 3.395 2.545 -0.678
H 3.900 0.756 -0.722
H -2.393 2.004 -0.361
H 4.448 2.099 0.577
H 2.701 0.795 1.697
H -2.443 -0.066 1.954
H -4.254 0.414 -1.434
H 1.153 -3.475 -0.289
H 1.668 1.860 0.667
H 1.617 -2.213 0.802
H -3.777 1.347 0.579
H -3.519 -0.979 -0.469
H -2.642 -0.210 -1.789
H 1.103 0.308 -1.632
*
```

Mulliken population analysis, charges in e, atoms 1 to 5: atom 1 (O): -0.392, atom 2 (O): -0.133, atom 3 (O): -0.107, atom 4 (O): -0.356, atom 5 (N): -0.025

# 4
A molecular structure, C2H3BrCl2Si in a non-equilibrium geometry. Source: the Open Molecules 2025 dataset; level of theory: the ωB97M-V functional and the def2-TZVPD basis.

Values from the calculation:
Energy relative to the best compared isomer or geometry (same formula, charge and spin) in eV: 1.823
F_max in eV Å⁻¹: 5.43

ORCA input file:
```
! wB97M-V def2-TZVPD RIJCOSX def2/J DEFGRID3
* xyz 0 1
Br -2.233 1.855 -0.540
Cl -1.637 -1.474 1.601
Cl -1.176 -2.070 -1.788
Si -1.064 -0.819 -0.177
C 0.729 -0.211 -0.029
C 1.148 0.978 0.294
H 0.565 1.798 0.359
H 2.311 1.000 0.420
H 1.356 -1.058 -0.139
*
```

Mulliken population analysis, charges in e, atoms 1 to 5: atom 1 (Br): -0.439, atom 2 (Cl): -0.141, atom 3 (Cl): -0.178, atom 4 (Si): 0.769, atom 5 (C): -0.360

# 5
6 unconnected molecules or ions with the total composition C20H27FO18 in a non-equilibrium geometry. Source: the Open Molecules 2025 dataset; level of theory: the ωB97M-V functional and the def2-TZVPD basis.

Values from the calculation:
Energy relative to the best compared isomer or geometry (same formula, charge and spin) in eV: 0.113
SMILES: O=C1OC[C@@H](F)O1.C[C@H]1COC(=O)O1.C[C@H]1COC(=O)O1.O=C1OCCO1.O=C1OCCO1.O=C1OCCO1
F_max in eV Å⁻¹: 1.92

ORCA input file:
```
! wB97M-V def2-TZVPD RIJCOSX def2/J DEFGRID3
* xyz 0 1
F -2.356 -1.000 -1.667
O 1.035 -0.232 1.415
O -2.556 2.336 1.402
O -4.538 -0.072 -3.628
O 1.669 3.868 3.858
O 0.935 -1.362 -3.291
O 2.245 -1.424 -0.015
O -4.470 -1.657 -2.057
O 0.037 0.684 -3.079
O 4.312 -2.080 3.981
O 1.833 5.980 3.092
O 1.648 0.307 -4.594
O -1.192 2.409 -0.394
O 1.569 4.268 1.671
O 3.883 -0.022 4.763
O 3.272 0.095 1.273
O -6.171 -0.188 -2.076
O 2.199 -1.391 4.136
O -3.255 1.546 -0.532
C 0.933 -1.989 -0.082
C 0.071 -0.943 0.622
C -3.331 -0.802 -3.826
C 1.373 2.596 3.284
C -3.681 1.490 1.781
C -5.169 -0.593 -2.554
C 2.484 -0.787 -4.968
C 2.103 -2.784 3.831
C 1.688 4.821 2.885
C 3.508 -1.056 4.321
C -4.558 2.377 2.648
C 1.473 2.857 1.779
C -4.273 1.160 0.393
C -3.163 -1.626 -2.575
C 2.260 -0.425 0.930
C 0.806 -0.059 -3.600
C 3.951 -0.529 -4.663
C 1.907 -1.960 -4.152
C -2.219 2.107 0.126
C 3.548 -3.165 3.476
H -4.072 2.599 3.598
H 4.551 -1.229 -5.246
H 4.206 -0.724 -3.618
H 0.685 -1.963 -1.140
H -0.419 -0.259 -0.067
H -2.771 -2.625 -2.748
H 2.348 2.354 1.365
H -3.310 0.645 2.357
H -5.196 1.696 0.189
H 2.100 1.856 3.609
H 1.415 -2.695 -4.793
H 3.880 -4.071 3.979
H -2.521 -0.084 -3.954
H 0.855 -3.004 0.306
H 3.682 -3.288 2.400
H 0.351 2.310 3.544
H -3.381 -1.445 -4.707
H 2.648 -2.483 -3.548
H 0.612 2.473 1.236
H 2.382 -1.040 -6.022
H -5.532 1.902 2.779
H 4.240 0.502 -4.859
H -0.618 -1.426 1.311
H -4.422 0.089 0.260
H -4.708 3.368 2.217
H 1.725 -3.342 4.684
H 1.461 -2.865 2.956
*
```

Mulliken population analysis, charges in e, atoms 1 to 5: atom 1 (F): -0.207, atom 2 (O): -0.052, atom 3 (O): -0.327, atom 4 (O): -0.346, atom 5 (O): -0.414